1.
{
  "formula": "C44H98N10O13",
  "method": "the ωB97M-V functional and the def2-TZVPD basis",
  "symbols": ["C", "N", "C", "C", "C", "C", "O", "H", "H", "H", "H", "H", "H", "H", "H", "H", "H", "H", "H", "H", "H", "C", "C", "O", "H", "H", "H", "H", "H", "C", "O", "N", "C", "C", "H", "H", "H", "H", "H", "H", "H", "C", "O", "N", "C", "C", "H", "H", "H", "H", "H", "H", "H", "C", "O", "N", "C", "C", "H", "H", "H", "H", "H", "H", "H", "C", "O", "N", "C", "C", "H", "H", "H", "H", "H", "H", "H", "C", "O", "N", "C", "C", "H", "H", "H", "H", "H", "H", "H", "C", "O", "N", "C", "C", "H", "H", "H", "H", "H", "H", "H", "C", "O", "N", "C", "C", "H", "H", "H", "H", "H", "H", "H", "C", "C", "O", "C", "H", "H", "H", "H", "H", "H", "C", "C", "O", "C", "H", "H", "H", "H", "H", "H", "C", "C", "O", "C", "H", "H", "H", "H", "H", "H", "C", "C", "O", "C", "H", "H", "H", "H", "H", "H", "C", "C", "N", "H", "H", "H", "C", "C", "N", "H", "H", "H"],
  "coordinates": [[-0.361, 0.440, 2.060], [-0.470, -0.046, 0.557], [0.573, 0.775, -0.155], [0.049, -1.481, 0.461], [-1.931, 0.249, 0.119], [-2.076, 0.168, -1.398], [-1.970, -1.144, -1.887], [-0.682, 1.473, 2.200], [0.696, 0.342, 2.308], [-0.950, -0.267, 2.644], [1.567, 0.460, 0.161], [0.353, 1.841, -0.097], [0.623, 0.509, -1.211], [-0.648, -2.167, 0.942], [0.968, -1.493, 1.048], [0.233, -1.721, -0.586], [-2.144, 1.224, 0.558], [-2.656, -0.434, 0.562], [-1.614, 0.951, -2.000], [-3.129, 0.317, -1.639], [-2.490, -1.230, -2.689], [-3.756, 0.897, -7.138], [-4.828, -0.089, -6.571], [-4.379, -1.273, -5.969], [-3.067, 1.194, -6.347], [-4.262, 1.742, -7.602], [-3.119, 0.400, -7.869], [-5.465, -0.356, -7.414], [-5.574, 0.397, -5.942], [-0.420, -3.311, -8.506], [-0.625, -4.217, -9.362], [0.297, -3.397, -7.379], [0.333, -2.265, -6.395], [1.250, -4.463, -7.114], [-0.900, -2.328, -8.630], [0.400, -2.655, -5.379], [-0.611, -1.724, -6.467], [1.200, -1.648, -6.630], [2.287, -4.138, -7.033], [1.029, -4.737, -6.082], [1.258, -5.420, -7.636], [6.386, 3.241, -4.202], [6.772, 3.203, -3.012], [5.087, 3.336, -4.595], [4.009, 3.546, -3.663], [4.877, 3.573, -5.996], [7.061, 3.053, -5.051], [3.058, 3.232, -4.093], [4.008, 4.590, -3.350], [4.215, 3.066, -2.707], [5.763, 3.863, -6.561], [4.437, 2.764, -6.578], [4.198, 4.402, -6.195], [-1.217, -6.518, -1.519], [-0.210, -6.693, -0.786], [-2.275, -7.352, -1.528], [-3.518, -6.949, -2.246], [-2.389, -8.445, -0.579], [-1.371, -5.748, -2.290], [-4.255, -6.430, -1.633], [-3.982, -7.829, -2.692], [-3.280, -6.291, -3.082], [-2.705, -9.403, -0.993], [-1.432, -8.665, -0.107], [-3.110, -8.168, 0.190], [-1.751, 5.706, -2.708], [-1.375, 4.887, -3.555], [-2.809, 6.520, -2.861], [-3.589, 6.575, -4.132], [-3.148, 7.511, -1.904], [-1.215, 5.954, -1.780], [-3.161, 5.913, -4.885], [-3.429, 7.574, -4.538], [-4.665, 6.456, -3.999], [-2.704, 7.266, -0.939], [-2.895, 8.514, -2.249], [-4.228, 7.598, -1.787], [5.818, 0.542, 4.117], [5.074, -0.323, 3.737], [6.338, 0.633, 5.363], [5.988, -0.272, 6.435], [7.209, 1.736, 5.707], [6.111, 1.408, 3.503], [5.700, 0.210, 7.369], [6.801, -0.973, 6.622], [5.185, -0.926, 6.095], [7.733, 2.219, 4.883], [6.684, 2.504, 6.274], [7.887, 1.282, 6.431], [4.306, 5.012, 0.781], [3.612, 4.286, 1.432], [4.032, 6.275, 0.444], [4.973, 7.128, -0.384], [2.782, 6.908, 0.937], [5.310, 4.674, 0.482], [4.403, 7.570, -1.201], [5.800, 6.532, -0.770], [5.340, 7.949, 0.233], [2.875, 7.961, 1.203], [2.046, 6.897, 0.133], [2.421, 6.421, 1.843], [6.323, -4.843, 3.402], [7.503, -5.201, 3.346], [5.261, -5.666, 3.150], [3.870, -5.145, 3.194], [5.537, -7.065, 2.820], [5.921, -3.852, 3.665], [3.763, -4.282, 3.851], [3.259, -5.815, 3.800], [3.421, -5.081, 2.203], [4.964, -7.719, 3.478], [5.195, -7.147, 1.789], [6.586, -7.356, 2.872], [-4.503, -4.263, 4.980], [-4.212, -3.881, 3.568], [-3.935, -2.723, 3.341], [-4.397, -4.986, 2.552], [-3.855, -5.050, 5.368], [-5.496, -4.704, 5.065], [-4.478, -3.406, 5.652], [-3.702, -4.771, 1.740], [-5.432, -4.959, 2.211], [-4.227, -5.951, 3.029], [-2.849, 2.647, 8.028], [-2.883, 1.554, 6.991], [-3.254, 1.841, 5.834], [-2.633, 0.110, 7.394], [-3.793, 3.123, 7.763], [-1.990, 3.295, 7.858], [-2.823, 2.304, 9.063], [-2.554, -0.537, 6.521], [-3.512, -0.139, 7.990], [-1.731, -0.008, 7.995], [-6.612, 1.215, 3.076], [-6.147, 2.497, 2.417], [-5.919, 2.458, 1.211], [-6.250, 3.787, 3.185], [-6.086, 0.351, 2.670], [-7.682, 1.047, 2.949], [-6.294, 1.240, 4.118], [-7.281, 4.027, 3.447], [-5.963, 4.681, 2.630], [-5.614, 3.919, 4.060], [5.450, -4.100, -2.554], [5.216, -2.715, -2.118], [4.343, -2.016, -2.502], [6.222, -2.115, -1.087], [5.564, -4.691, -1.645], [6.230, -4.127, -3.315], [4.567, -4.451, -3.087], [5.821, -1.356, -0.416], [7.005, -1.649, -1.686], [6.746, -2.800, -0.420], [-7.114, -1.631, -1.681], [-7.839, -2.894, -1.413], [-8.365, -3.922, -1.289], [-7.686, -0.832, -1.208], [-7.053, -1.431, -2.750], [-6.095, -1.775, -1.323], [-2.271, 6.256, 4.513], [-2.073, 5.611, 3.222], [-1.959, 5.121, 2.228], [-3.286, 6.380, 4.890], [-1.696, 7.176, 4.625], [-1.798, 5.538, 5.182]],
  "lowdin_charge": [0.04, -0.31, -0.01, 0.02, -0.05, -0.24, -0.06, 0.10, 0.10, 0.10, 0.11, 0.12, 0.11, 0.11, 0.10, 0.11, 0.13, 0.14, 0.13, 0.13, 0.10, -0.14, -0.58, -0.45, 0.03, 0.04, 0.04, 0.06, 0.05, -0.32, -0.04, -0.18, -0.03, -0.06, 0.13, 0.08, 0.08, 0.08, 0.08, 0.07, 0.09, -0.31, -0.03, -0.19, -0.04, -0.08, 0.13, 0.10, 0.09, 0.08, 0.08, 0.09, 0.09, -0.32, -0.05, -0.19, -0.04, -0.05, 0.13, 0.08, 0.09, 0.09, 0.09, 0.08, 0.08, -0.34, -0.02, -0.20, -0.01, -0.09, 0.13, 0.09, 0.08, 0.09, 0.08, 0.09, 0.09, -0.35, 0.01, -0.20, -0.05, -0.06, 0.14, 0.09, 0.09, 0.08, 0.09, 0.09, 0.09, -0.40, 0.01, -0.17, -0.02, -0.04, 0.14, 0.08, 0.08, 0.08, 0.08, 0.08, 0.08, -0.33, -0.01, -0.19, -0.05, -0.04, 0.13, 0.08, 0.08, 0.09, 0.08, 0.09, 0.09, -0.04, -0.51, 0.05, -0.01, 0.09, 0.09, 0.08, 0.08, 0.10, 0.08, -0.02, -0.47, 0.01, -0.02, 0.09, 0.09, 0.08, 0.08, 0.09, 0.08, -0.02, -0.47, 0.05, -0.03, 0.08, 0.09, 0.07, 0.09, 0.08, 0.07, -0.02, -0.53, 0.08, -0.02, 0.09, 0.10, 0.09, 0.07, 0.08, 0.07, -0.06, -0.28, 0.10, 0.08, 0.09, 0.07, -0.06, -0.30, 0.13, 0.08, 0.08, 0.07],
  "orbital_gap_ev": 3.69,
  "e_homo_ev": -4.053
}

***

2.
{
  "formula": "C2H4Cl2F6Mg2N3O12S6",
  "method": "the ωB97M-V functional and the def2-TZVPD basis",
  "symbols": ["Mg", "Mg", "N", "S", "O", "O", "F", "S", "O", "O", "F", "N", "S", "O", "O", "F", "S", "O", "O", "F", "N", "S", "O", "O", "F", "S", "O", "O", "F", "Cl", "C", "C", "Cl", "H", "H", "H", "H"],
  "coordinates": [[10.869, -22.361, 19.861], [6.980, -19.968, 22.115], [12.728, -20.605, 16.976], [11.329, -20.453, 16.353], [11.014, -19.282, 15.598], [10.228, -21.110, 17.058], [11.636, -21.485, 15.169], [12.289, -19.728, 18.356], [11.544, -20.515, 19.359], [12.134, -18.320, 18.284], [13.778, -19.832, 18.946], [7.359, -20.002, 20.318], [7.260, -19.075, 19.087], [6.036, -18.870, 18.394], [8.473, -18.967, 18.328], [7.417, -17.753, 20.016], [7.649, -21.425, 19.455], [9.050, -21.820, 19.463], [6.825, -21.690, 18.325], [7.023, -22.360, 20.616], [8.500, -20.641, 22.908], [10.082, -20.607, 22.634], [10.599, -21.583, 21.679], [10.917, -19.998, 23.608], [9.898, -19.365, 21.626], [8.566, -22.006, 23.893], [8.792, -21.643, 25.258], [9.115, -23.210, 23.380], [6.981, -22.241, 23.831], [2.046, -17.978, 15.353], [3.761, -17.781, 15.886], [4.576, -18.507, 14.839], [4.440, -20.268, 14.928], [3.775, -18.261, 16.863], [4.034, -16.738, 16.025], [5.644, -18.311, 14.929], [4.221, -18.177, 13.866]],
  "lowdin_charge": [1.16, 1.10, -0.21, 0.43, -0.23, -0.33, -0.18, 0.63, -0.38, -0.18, -0.17, -0.38, 0.49, -0.19, -0.18, -0.18, 0.69, -0.30, -0.12, -0.16, -0.36, 0.61, -0.32, -0.12, -0.15, 0.56, -0.18, -0.19, -0.17, 0.53, -0.63, -0.70, 0.55, 0.04, 0.08, 0.07, 0.06],
  "orbital_gap_ev": 5.24,
  "charge": 1,
  "e_homo_ev": -12.162,
  "e_above_lowest_kj_mol": 0.0
}

***

3.
{
  "formula": "CH4IN",
  "method": "the ωB97M-V functional and the def2-TZVPD basis",
  "symbols": ["C", "N", "I", "H", "H", "H", "H"],
  "coordinates": [[-0.077, 0.381, 0.344], [-1.026, -0.707, 0.329], [-2.969, -0.055, -0.051], [0.099, 0.849, -0.677], [-0.198, 1.285, 0.960], [0.888, 0.093, 0.554], [-0.423, -1.491, -1.307]],
  "lowdin_charge": [-0.41, -0.57, 0.63, 0.08, 0.07, 0.03, 0.19],
  "orbital_gap_ev": [8.38, 8.15],
  "e_homo_ev": [-9.236, -9.184],
  "e_above_lowest_kj_mol": 378.8
}